1.
{
  "formula": "C43H46ClIMoN8O4S",
  "method": "ωB97M-V with the def2-TZVPD basis set",
  "species": ["Mo", "O", "N", "C", "C", "C", "C", "C", "S", "H", "H", "H", "H", "I", "C", "C", "C", "C", "C", "C", "C", "C", "C", "C", "H", "H", "H", "H", "H", "H", "C", "C", "C", "C", "C", "O", "C", "C", "C", "C", "C", "C", "Cl", "C", "C", "C", "N", "C", "N", "C", "N", "H", "H", "H", "H", "H", "H", "H", "H", "H", "H", "H", "H", "H", "H", "H", "H", "H", "H", "H", "H", "H", "H", "N", "C", "C", "C", "C", "C", "N", "H", "H", "H", "H", "H", "H", "O", "C", "N", "C", "O", "C", "C", "C", "C", "N", "C", "H", "H", "H", "H", "H", "H", "H", "H"],
  "coordinates": [[-0.065, 0.067, 0.022], [1.081, -1.508, 0.795], [0.870, -1.899, 2.058], [1.082, -3.195, 2.357], [0.960, -3.625, 3.653], [0.610, -2.707, 4.641], [0.385, -1.388, 4.304], [0.519, -0.981, 2.982], [0.284, 0.641, 2.413], [1.349, -3.816, 1.516], [1.134, -4.665, 3.882], [0.507, -3.027, 5.669], [0.100, -0.655, 5.045], [-2.585, -0.241, 1.290], [-3.366, -1.456, -0.200], [-4.691, -1.732, -0.331], [-5.084, -2.685, -1.297], [-4.142, -3.336, -2.038], [-2.758, -3.058, -1.884], [-1.775, -3.771, -2.609], [-0.451, -3.524, -2.391], [-0.055, -2.510, -1.495], [-0.962, -1.729, -0.820], [-2.345, -2.061, -0.963], [-5.433, -1.255, 0.296], [-6.134, -2.910, -1.422], [-4.438, -4.091, -2.754], [-2.090, -4.532, -3.312], [0.306, -4.090, -2.917], [1.008, -2.329, -1.389], [7.525, 4.079, -1.515], [6.460, 3.055, -1.086], [5.455, 2.939, -2.232], [7.186, 1.717, -0.892], [5.786, 3.508, 0.241], [6.807, 3.678, 1.238], [5.038, 4.872, 0.174], [3.529, 5.017, -0.072], [3.000, 4.998, -1.487], [1.994, 4.121, -1.867], [1.428, 4.164, -3.137], [1.893, 5.089, -4.053], [1.214, 5.123, -5.642], [2.902, 5.976, -3.703], [3.439, 5.930, -2.428], [4.992, 2.399, 0.985], [3.940, 1.615, 0.318], [2.630, 1.752, 0.420], [2.019, 0.753, -0.210], [3.060, -0.015, -0.662], [4.225, 0.473, -0.359], [7.920, 3.781, -2.487], [8.377, 4.098, -0.833], [7.138, 5.092, -1.629], [5.958, 2.472, -3.078], [5.095, 3.914, -2.563], [4.595, 2.316, -1.985], [7.810, 1.520, -1.765], [6.500, 0.879, -0.789], [7.839, 1.750, -0.020], [7.402, 4.383, 0.962], [5.567, 5.522, -0.524], [5.214, 5.300, 1.163], [3.264, 5.993, 0.348], [2.973, 4.304, 0.533], [1.618, 3.399, -1.156], [0.626, 3.491, -3.415], [3.258, 6.695, -4.427], [4.211, 6.642, -2.161], [4.530, 2.849, 1.864], [5.719, 1.671, 1.335], [2.131, 2.540, 0.953], [2.934, -0.936, -1.207], [0.109, 3.511, 1.040], [-0.758, 3.336, -0.022], [-1.276, 4.458, -0.682], [-2.183, 4.295, -1.695], [-2.602, 3.002, -2.022], [-2.024, 1.957, -1.362], [-1.054, 2.086, -0.418], [0.209, 4.477, 1.317], [-0.080, 2.929, 1.845], [-0.966, 5.444, -0.360], [-2.592, 5.156, -2.206], [-3.359, 2.819, -2.769], [-2.341, 0.945, -1.571], [4.714, 3.832, -5.355], [4.669, 2.429, -5.503], [3.533, 1.969, -4.729], [2.609, 1.164, -5.302], [2.744, 0.663, -6.399], [1.360, 0.817, -4.520], [0.293, 0.369, -5.286], [-0.841, -0.077, -4.641], [-0.845, -0.119, -3.264], [0.170, 0.307, -2.490], [1.243, 0.802, -3.137], [5.335, 4.193, -5.996], [5.588, 1.971, -5.129], [4.507, 2.118, -6.535], [3.293, 2.523, -3.918], [0.391, 0.360, -6.364], [-1.705, -0.430, -5.186], [-1.705, -0.534, -2.765], [2.051, 1.174, -2.525]],
  "orbital_gap_ev": [7.323, 6.850],
  "charge": 2,
  "lumo_ev": [-5.7, -6.2],
  "e_homo_ev": [-13.1, -13.1],
  "multiplicity": 3,
  "e_tot_ev": -98750.224,
  "max_force_ev_per_a": 0.2
}

2.
{
  "formula": "C5H8ClNO2",
  "method": "ωB97M-V with the def2-TZVPD basis set",
  "species": ["C", "C", "C", "C", "C", "N", "O", "O", "Cl", "H", "H", "H", "H", "H", "H", "H", "H"],
  "coordinates": [[-1.572, 1.586, -1.306], [-1.079, 1.036, -0.189], [2.270, -0.615, -0.069], [1.185, -0.536, 0.989], [-1.187, -0.343, 0.289], [-0.048, -1.109, 0.601], [3.434, -0.818, 0.211], [1.926, -0.448, -1.336], [-2.356, -1.289, -0.629], [-1.409, 2.682, -1.398], [-2.198, 1.172, -1.976], [-0.336, 1.515, 0.408], [1.137, 0.492, 1.324], [1.673, -1.054, 1.963], [-2.226, 0.236, 1.829], [0.934, -0.489, -1.673], [-0.149, -2.018, 0.963]],
  "orbital_gap_ev": [7.428, 8.311],
  "lumo_ev": [0.6, -1.9],
  "e_homo_ev": [-6.9, -10.3],
  "multiplicity": 3,
  "e_tot_ev": -23416.263,
  "max_force_ev_per_a": 4.3
}

3.
{
  "formula": "C4H8N2O",
  "method": "ωB97M-V with the def2-TZVPD basis set",
  "species": ["C", "C", "C", "N", "N", "C", "O", "H", "H", "H", "H", "H", "H", "H", "H"],
  "coordinates": [[2.304, -0.071, -0.245], [0.971, -0.740, -0.198], [-0.199, -0.148, 0.115], [-0.380, 1.243, 0.340], [-1.157, -1.040, 0.652], [-2.214, -0.791, -0.029], [-2.869, 0.354, -0.302], [2.548, 0.240, -1.264], [2.354, 0.807, 0.400], [3.078, -0.763, 0.083], [0.942, -1.792, -0.435], [0.434, 1.790, 0.091], [-0.693, 1.451, 1.282], [-2.896, -1.628, -0.164], [-2.223, 1.087, -0.327]],
  "orbital_gap_ev": 8.725,
  "smiles": "C/C=C(N)/N=C\\O",
  "lumo_ev": 0.7,
  "e_homo_ev": -8.0,
  "e_tot_ev": -9303.520,
  "max_force_ev_per_a": 4.1
}